A cluster of 2 separate species, C3H2N2O in total in a non-equilibrium geometry, computed with ωB97M-V/def2-TZVPD.

Last column: natural (NBO) charge in e.
Atoms and positions in Å:
C  -3.364  0.304  -0.102  0.158
C  0.748  0.665  0.279  0.309
C  -2.595  -0.876  -0.271  0.309
N  -3.838  1.347  -0.017  -0.215
N  1.265  0.456  -0.780  -0.740
O  -3.185  -1.944  -0.208  -0.437
H  -1.417  -0.790  -0.461  0.180
H  1.692  0.584  -1.635  0.437

Calculated values
Kohn-Sham gap (eV): 10.599
E_LUMO (eV): -0.74
Total charge: 0
Electronic energy (eV): -8167.92113
Energy relative to the best compared isomer or geometry (same formula, charge and spin) (kJ/mol): 172.9

***

A structure of composition C31H40FN2O7PbS2Si in a non-equilibrium geometry, computed with ωB97M-V/def2-TZVPD.

Last column: Löwdin charge in e.
Atoms and positions in Å:
Pb  -0.268  0.249  0.203  1.660
O  1.697  -1.663  -0.224  -0.140
C  1.718  -2.324  -1.483  -0.199
C  0.567  -1.873  -2.383  -0.159
N  -0.747  -1.835  -1.730  -0.194
C  -1.252  -3.159  -1.365  -0.116
C  -1.494  -2.829  1.122  -0.287
O  -3.391  -1.993  2.314  -0.272
O  -0.789  -1.964  1.654  -0.052
C  -1.684  -1.225  -2.672  -0.103
C  -1.312  0.255  -3.015  -0.694
O  -1.511  0.639  -4.146  0.078
O  -0.886  0.931  -2.031  -0.272
H  2.489  -1.132  -0.117  0.076
H  2.652  -2.123  -2.014  0.133
H  1.672  -3.404  -1.298  0.118
H  0.776  -0.855  -2.715  0.112
H  0.545  -2.530  -3.267  0.144
H  -2.344  -3.134  -1.390  0.131
H  -0.922  -3.911  -2.098  0.142
H  -1.743  -1.787  -3.613  0.137
H  -2.678  -1.172  -2.219  0.126
O  -2.073  2.031  0.117  -0.650
S  -2.987  1.995  -1.078  1.009
C  -4.388  3.061  -0.485  -0.272
C  -5.391  2.323  0.391  -0.222
C  -4.745  1.632  1.601  -0.254
C  -4.363  0.189  1.312  -0.287
S  -3.204  -0.353  2.658  1.072
O  -1.934  0.228  2.267  -0.573
C  -2.885  -2.939  1.485  -0.196
C  -0.855  -3.684  0.049  -0.199
C  -1.144  -5.145  0.062  -0.018
C  -2.337  -5.753  0.225  -0.077
C  -3.579  -5.168  0.578  -0.044
C  -3.802  -3.938  1.144  0.001
C  -2.385  3.198  -2.270  -0.388
C  -1.321  4.023  -1.967  -0.065
C  -0.842  4.880  -2.943  -0.063
C  -1.420  4.893  -4.203  -0.067
C  -2.478  4.050  -4.498  -0.059
C  -2.966  3.194  -3.527  -0.090
H  -4.876  3.447  -1.376  0.096
H  -3.922  3.877  0.062  0.109
H  -5.931  1.583  -0.202  0.117
H  -6.122  3.053  0.745  0.121
H  -5.435  1.652  2.445  0.119
H  -3.849  2.184  1.881  0.099
H  -3.815  0.091  0.376  0.061
H  -5.237  -0.459  1.309  0.106
H  0.214  -3.526  0.199  0.125
H  -0.300  -5.768  -0.205  0.121
H  -2.365  -6.825  0.077  0.112
H  -4.450  -5.798  0.458  0.115
H  -4.816  -3.721  1.459  0.128
H  -0.876  3.969  -0.985  0.108
H  -0.012  5.534  -2.725  0.106
H  -1.038  5.558  -4.962  0.107
H  -2.913  4.049  -5.485  0.112
H  -3.779  2.519  -3.750  0.118
C  1.123  0.400  3.675  -0.144
Si  1.507  2.022  2.737  0.474
C  2.810  2.965  3.772  -0.178
C  -0.032  3.144  2.613  -0.144
N  1.858  1.517  1.102  -0.056
C  3.000  1.622  0.423  -0.291
C  4.256  1.948  1.006  0.006
C  5.416  2.014  0.272  -0.052
C  5.409  1.789  -1.100  -0.032
C  4.209  1.477  -1.724  0.014
C  3.058  1.383  -0.978  -0.201
F  1.922  1.045  -1.631  0.044
H  0.779  0.631  4.677  0.040
H  2.007  -0.224  3.755  0.035
H  0.350  -0.168  3.173  -0.019
H  2.338  3.369  4.664  0.037
H  3.247  3.803  3.235  0.031
H  3.614  2.318  4.112  0.028
H  -0.479  3.241  3.595  0.040
H  -0.775  2.729  1.942  -0.021
H  0.232  4.134  2.258  0.036
H  4.288  2.127  2.064  0.080
H  6.344  2.253  0.768  0.117
H  6.317  1.860  -1.675  0.119
H  4.153  1.315  -2.789  0.131

Calculated values
Kohn-Sham gap (alpha / beta) (eV): 6.808 / 5.465
E_LUMO (alpha / beta) (eV): -4.08 / -4.83
Total charge: +1
Electronic energy (eV): -87614.90314

***

An isolated molecule of CH5Cl2N2PS in a non-equilibrium geometry, computed with ωB97M-V/def2-TZVPD.

Last column: natural (NBO) charge in e.
Atoms and positions in Å:
C  -0.054  1.865  -0.977  -0.431
N  -0.810  -1.251  1.864  -1.111
N  -0.593  0.501  -1.158  -0.881
P  -0.388  -0.638  0.019  1.453
S  1.640  -0.674  0.771  -0.037
Cl  -0.992  -2.347  -0.802  -0.214
Cl  2.731  -0.412  -0.980  -0.143
H  -0.080  2.278  -1.963  0.214
H  -0.667  2.338  -0.226  0.201
H  0.986  1.815  -0.646  0.185
H  -1.716  -1.585  1.938  0.376
H  -0.057  -1.889  2.162  0.386

Calculated values
SMILES: CN=[P@@](N)(Cl)SCl
Kohn-Sham gap (eV): 8.917
E_LUMO (eV): -0.47
Total charge: 0
Electronic energy (eV): -49266.22814
Energy relative to the best compared isomer or geometry (same formula, charge and spin) (kJ/mol): 165.0